(1)
A single C2H3ClO2S molecule at a distorted geometry, computed with ωB97M-V/def2-TZVPD.

Computed properties:
Maximum force ... 2.8 eV Å⁻¹
ΔE to the lowest compared entry with this formula, charge and spin ... 45.2 kJ/mol
Highest occupied orbital energy ... -9.5 eV
SMILES ... O=C(Cl)CSO
Kohn-Sham gap ... 0.354 Ha

CARTESIAN COORDINATES (ANGSTROEM)
C -0.0687 0.1662 0.9230
C 1.0041 0.4456 -0.1168
O -1.7533 -0.5462 -1.2436
O 0.8166 1.1580 -1.0236
S -1.2853 -1.1559 0.2132
Cl 2.7616 -0.1477 0.2540
H 0.1910 -0.3610 1.8280
H -0.6492 1.0341 1.1154
H -1.0169 -0.5930 -1.9497

(2)
2 unconnected molecules or ions with the total composition C2H3ClO2S at a distorted geometry, computed with ωB97M-V/def2-TZVPD.

Computed properties:
Expectation value of S² ... 2.02
Maximum force ... 5.4 eV Å⁻¹
ΔE to the lowest compared entry with this formula, charge and spin ... 464.6 kJ/mol
Multiplicity ... 3
Highest occupied orbital energy (alpha / beta) ... -6.9 / -9.9 eV
Kohn-Sham gap (alpha / beta) ... 0.262 / 0.283 Ha

CARTESIAN COORDINATES (ANGSTROEM)
C -1.1647 -1.1502 -0.2987
C 1.3123 0.1568 -0.4879
O -1.3610 0.4030 1.8099
O 1.2558 1.3677 -0.8249
S -1.6260 0.2898 0.4057
Cl 2.0163 -0.0119 1.1100
H -1.5138 -1.3221 -1.3235
H -0.6087 -1.9107 0.0207
H 1.6898 2.1777 -0.4114

(3)
A molecular structure, C2H3ClSi at a distorted geometry, computed with ωB97M-V/def2-TZVPD.

Computed properties:
Maximum force ... 3.4 eV Å⁻¹
ΔE to the lowest compared entry with this formula, charge and spin ... 204.2 kJ/mol
Highest occupied orbital energy ... -10.0 eV
Kohn-Sham gap ... 0.354 Ha

CARTESIAN COORDINATES (ANGSTROEM)
C 1.6172 -1.5381 -0.0935
C 0.5252 -1.0742 0.1704
Si -1.3704 0.5013 0.0176
Cl -2.9253 -0.6875 0.0007
H 2.5642 -1.9226 -0.3341
H -1.5012 1.5188 -1.1530
H -1.3375 1.1174 1.3007

(4)
A molecular structure, C2H3EuLiO2 at a distorted geometry, computed with ωB97M-V/def2-TZVPD.

Computed properties:
Expectation value of S² ... 15.76
Maximum force ... 4.6 eV Å⁻¹
ΔE to the lowest compared entry with this formula, charge and spin ... 0.0 kJ/mol
Multiplicity ... 8
Highest occupied orbital energy (alpha / beta) ... -16.3 / -16.3 eV
Total charge ... +2
Kohn-Sham gap (alpha / beta) ... 0.216 / 0.223 Ha

CARTESIAN COORDINATES (ANGSTROEM)
H 0.5216 -1.1056 0.8952
O 1.9082 -0.4234 0.9348
C 1.3165 0.1149 -0.0428
C 0.0601 -0.6202 -0.1355
O -1.1505 0.0495 -0.1904
Eu -2.2734 1.6753 -1.4230
Li -1.9840 0.5410 1.4075
H 1.5195 1.0885 -0.4775
H 0.0820 -1.3201 -0.9683